Formula: C36H60O6S6
Source: the OMol25 dataset
Level of theory: ωB97M-V/def2-TZVPD

Atoms and positions in Å:
S -45.2270 -2.3453 -33.6699
S -42.7828 -9.7023 -27.3523
S -39.1787 -1.5459 -31.9899
S -46.7260 -0.8982 -29.6845
S -42.9356 -6.8440 -34.0817
S -46.0096 -6.0439 -30.1995
O -47.1240 -6.1221 -31.2663
O -42.4913 -8.0925 -33.2353
O -47.4886 -2.1506 -29.3772
O -43.5459 -8.5190 -26.7738
O -40.1492 -0.3389 -31.9806
O -44.5608 -1.7667 -32.4367
C -45.1456 -7.6179 -30.0981
C -46.2022 -0.1862 -24.5221
C -38.3830 -7.3391 -29.3777
C -39.2762 -1.7116 -24.1647
C -40.0374 -3.1645 -25.9058
C -43.9899 0.9070 -24.4205
C -38.3319 -6.1347 -31.6170
C -42.4796 -5.0598 -29.5656
C -46.4828 -0.1118 -28.0448
C -39.4118 -3.0152 -24.6016
C -45.6229 -1.5023 -24.5062
C -39.3987 -2.5498 -30.4863
C -40.4871 -1.9774 -26.7652
C -46.7304 -6.0073 -28.6138
C -40.1353 -0.6863 -26.3527
C -43.7648 -3.1630 -28.7471
C -44.1670 -1.6704 -24.4303
C -36.7586 -7.1809 -29.2980
C -43.2048 -3.7601 -29.8500
C -43.3982 -0.5834 -24.4252
C -43.8636 -10.9317 -27.7655
C -42.6928 -5.3660 -32.9197
C -42.5225 -5.7185 -28.2346
C -37.5415 -0.7836 -31.7374
C -39.0232 -6.7270 -30.4979
C -36.9696 -5.9815 -31.4997
C -46.3642 -1.0376 -34.1365
C -36.1495 -6.4491 -30.3024
C -45.3986 1.0407 -24.5083
C -46.1919 -3.5928 -32.8807
C -39.5649 -0.5117 -24.9044
C -43.9128 -3.8491 -27.3831
C -47.8292 0.4371 -30.3335
C -41.9356 -10.5721 -25.9508
C -41.6129 -6.2936 -35.1439
C -43.1530 -4.9819 -27.2106
H -40.2693 -4.2923 -26.2586
H -43.5108 -5.3173 -31.9758
H -44.2707 -2.2568 -28.7673
H -37.5966 -0.0837 -30.8870
H -47.0903 -1.5463 -34.6382
H -39.1275 0.3772 -24.3841
H -43.4615 -11.7727 -28.2247
H -37.3448 -0.1235 -32.4882
H -44.4452 -7.5713 -30.9134
H -43.1997 1.8257 -24.3862
H -47.4327 1.5493 -30.6568
H -36.7069 -1.5859 -31.6192
H -40.2703 -3.1750 -30.4782
H -41.9395 -5.2777 -35.6448
H -45.6337 -4.5329 -32.7834
H -43.1116 -3.1759 -30.7896
H -38.9011 -1.7083 -23.1111
H -45.3770 0.3810 -28.0609
H -42.7519 -11.0507 -25.3331
H -42.7742 -4.5193 -33.4839
H -46.7183 -3.1458 -32.1347
H -47.0731 0.6895 -27.6070
H -47.2458 -6.9580 -28.6151
H -47.6457 -5.3218 -28.4927
H -43.0036 -5.3746 -26.2374
H -41.6098 -6.9930 -36.0383
H -43.6953 -2.6168 -24.3919
H -45.8747 -8.3787 -30.1934
H -46.9023 -3.9225 -33.7593
H -38.4305 -3.1956 -30.5006
H -41.4161 -9.6961 -25.3490
H -38.6866 -5.8365 -32.6096
H -36.3012 -7.4901 -28.2847
H -39.4317 -1.9040 -29.6649
H -48.7208 0.4220 -29.7379
H -41.1923 -11.4339 -26.4585
H -47.2394 0.0032 -24.5771
H -46.7302 -0.9050 -33.2850
H -41.9313 -5.5671 -30.1886
H -44.7355 -10.5799 -28.4092
H -42.3117 -0.7368 -24.5689
H -48.0255 0.1490 -31.2401
H -36.5373 -5.4948 -32.4594
H -41.1021 -2.1434 -27.6713
H -42.0644 -6.5829 -28.1365
H -46.1910 -2.3254 -24.5941
H -40.5081 0.2228 -26.8072
H -40.6296 -6.3426 -34.7153
H -44.4827 -7.5680 -29.3425
H -39.0281 -3.7204 -24.1259
H -44.4032 -3.5060 -26.6602
H -46.1126 -5.8255 -27.8301
H -41.7360 -5.2935 -32.4249
H -40.1067 -6.8049 -30.4963
H -45.8471 -0.3077 -34.8411
H -46.4695 -0.7673 -27.3078
H -45.7481 2.0182 -24.5560
H -38.9345 -7.8640 -28.6796
H -35.1495 -6.2636 -30.5572
H -44.2931 -11.4149 -26.8270

## Properties
Frontier orbital gap (eV): 8.4
Strongest force on any atom (eV/A): 11.70
Calculated total energy (Eh): -4247.56534
E_HOMO (eV): -8.063
M (g/mol): 781.27
Spin multiplicity: 1

Löwdin population analysis, charges in e, atoms 1 to 4:
1. S 0.810
2. S 0.757
3. S 0.812
4. S 0.822

---

Formula: C36H61BI2N2O12
Source: the OMol25 dataset
Level of theory: ωB97M-V/def2-TZVPD

Atoms and positions in Å:
I -6.6008 1.0846 1.6830
I 3.8240 3.3385 1.7359
O -1.8692 2.1669 -2.7281
O -7.3505 -5.1668 -5.9341
O -2.5362 5.1582 3.3393
O -3.1797 0.6202 -4.8308
O 2.8534 -1.3199 -0.5367
O 9.6078 4.7453 3.9026
O 5.4224 -0.0417 3.5940
O 4.9780 -2.1454 1.6282
O 7.9391 3.5341 1.7906
O -2.7321 -2.7877 -0.6655
O -5.9441 -2.9436 -4.6046
O 1.2929 3.1592 -0.2263
N -3.0596 -2.8035 1.7531
N 4.4107 0.0936 1.5658
C -1.5960 3.2074 2.1526
C -2.7762 4.1573 2.3533
C 4.3770 0.0656 3.0196
C -3.1372 -0.5140 -3.9813
C -3.7308 1.7679 -4.2089
C 3.0688 0.1935 3.7441
C 7.5694 4.6396 2.5940
C 1.4452 2.0959 0.3213
C 0.4062 1.0262 0.4216
C 5.0616 -1.1092 1.0384
C -0.0035 -1.3846 0.4053
C 0.4846 -3.6216 1.6153
C 2.7600 1.7523 0.9460
C 3.2090 0.4886 0.9326
C -3.3075 0.4159 0.9175
C -6.8221 -2.8095 -5.7107
C -1.4597 2.7156 0.6947
C 1.1870 -2.8646 2.7502
C -5.1669 -0.2587 2.5396
C 0.4530 -2.8159 0.2988
C -1.3657 -1.1051 0.5967
C -3.7565 0.2613 2.3832
C -2.6548 2.7310 -3.7635
C -7.2344 -5.9474 -4.7612
C 8.7665 5.4604 3.0146
C 0.8789 -0.2967 0.3419
C 2.3511 -0.4825 0.1710
C -0.9555 1.3038 0.5942
C -4.6987 -3.5271 -4.9362
C 7.9194 2.2948 2.4812
C -1.8307 0.2093 0.7069
C 5.8613 -0.9108 -0.2139
C 10.7674 4.2186 3.2876
C -0.6025 1.7031 -3.1568
C 1.2030 -4.9472 1.3297
C -7.8924 -3.8759 -5.7088
B -2.4104 -2.2940 0.5760
H 1.0671 -1.7839 2.6502
H -2.5330 -2.6935 2.6097
H 1.0245 -5.6577 2.1380
H -3.6480 1.2118 2.9065
H -0.6907 1.0312 -4.0146
H 6.9024 5.2728 1.9972
H -2.0257 3.0141 -4.6130
H 1.4449 -2.8832 -0.1293
H 8.3495 1.5493 1.8145
H -3.5969 1.4140 0.6017
H -0.6852 3.7190 2.4715
H 2.2528 -3.0894 2.7953
H 11.4548 5.0202 2.9954
H 8.4182 6.3562 3.5385
H -0.1601 1.1605 -2.3217
H -4.8227 -4.4798 -5.4579
H -3.1274 3.6383 -3.3731
H -5.4447 -0.3288 3.5868
H -3.2797 -3.5783 -0.6380
H 3.1579 -0.4044 4.6473
H -1.7803 5.6817 3.0570
H -6.2623 -2.8472 -6.6502
H 7.0174 4.3025 3.4781
H -8.2212 -6.2323 -4.3800
H 6.0706 0.1350 -0.4127
H 2.2792 -4.7705 1.2996
H 9.3240 5.7792 2.1282
H -3.0391 4.6325 1.4033
H 10.5194 3.6210 2.4066
H 5.2932 -1.3441 -1.0338
H -3.8730 -0.2741 0.2868
H -3.6481 3.6213 2.7268
H 2.9202 1.2343 4.0301
H 0.7610 -3.1309 3.7194
H -2.4177 2.8151 0.1898
H 11.2616 3.5841 4.0209
H -3.0885 -0.4489 2.8818
H -0.5268 -3.8709 1.9416
H -4.1637 -3.6999 -4.0033
H -4.1473 -0.8857 -3.7777
H -4.3410 1.4777 -3.3473
H -0.2088 -3.3389 -0.3957
H -3.3427 -3.7742 1.6886
H 8.5117 2.3379 3.3988
H -2.6343 -0.2904 -3.0364
H -0.7822 3.3907 0.1883
H -2.5758 -1.2873 -4.5023
H -6.6885 -5.4165 -3.9766
H -8.6022 -3.6684 -6.5155
H -4.3826 2.2646 -4.9347
H -6.6883 -6.8507 -5.0273
H 2.2031 -0.1270 3.1686
H -1.7051 2.3497 2.8209
H 0.0537 2.5402 -3.4175
H 6.8962 1.9949 2.7283
H -5.2902 -1.2294 2.0688
H -7.2983 -1.8268 -5.6386
H -8.4386 -3.8496 -4.7606
H -4.1082 -2.8492 -5.5602
H 0.8860 -5.3833 0.3837
H 6.7757 -1.4900 -0.1035

## Properties
Frontier orbital gap (eV): 7.9
Strongest force on any atom (eV/A): 1.19
Calculated total energy (Eh): -3040.95075
SMILES: CC(=O)N(C(C)=O)C1=C(I)C(=O)c2c(CCCO)c(CCCI)c(B(N)O)c(CC(C)C)c2C1=O.COCCOC.COCCOC.COCCOC
E_HOMO (eV): -9.136
M (g/mol): 978.51
Spin multiplicity: 1

Löwdin population analysis, charges in e, atoms 1 to 4:
1. I 0.763
2. I 1.079
3. O -0.196
4. O -0.188